Formula: C3H11N3O2
Source: OMol25
Level of theory: ωB97M-V/def2-TZVPD

Geometry as XYZ:
```
19
Properties=species:S:1:pos:R:3
N 1.842 -1.450 1.250
C 0.531 -1.923 0.791
N -0.221 -0.674 0.320
C 0.097 -0.264 -1.005
O 1.256 -0.571 -1.313
C -0.825 0.693 -1.664
N -0.340 2.112 -1.546
H 1.843 -0.569 1.753
H 2.432 -1.261 0.569
H 0.012 -2.555 1.624
H 0.669 -2.726 -0.008
H -1.047 -0.421 0.811
H -1.852 0.302 -1.267
H -1.028 0.427 -2.745
H 0.614 2.072 -1.919
H -0.328 2.442 -0.569
O -1.450 1.181 1.778
H -0.502 1.323 1.943
H -1.704 1.863 1.197
```

The total charge is 0. The value obtained for the orbital gap is 9.28 eV. For the energy above the lowest of the compared OMol25 structures with the same formula, charge and spin, the calculation gives 2.464 eV. The value obtained for the HOMO energy is -8.834 eV. As for the structure (SMILES): NCNC(=O)CN.O. As for the maximum force: 5.42 eV Å⁻¹. The value obtained for the total energy is -435.59976 a.u.

Results of the Mulliken charge analysis, in e, for atoms 1 through 8: N -0.64; C -0.38; N -0.12; C 0.57; O -0.64; C -0.69; N -0.54; H 0.20